[1]
Computed, not measured: C7H10 in the gas phase at a distorted geometry, with the ωB97M-V functional and the def2-TZVPD basis.

Geometry as XYZ:
```
17
Properties=species:S:1:pos:R:3:forces:R:3:lowdin_charge:R:1
H 1.732774 0.385047 -1.567944 0.54 0.14 -0.03 0.135
H -0.967649 1.330948 1.620702 -0.89 -0.53 0.29 0.109
C -0.443011 0.358214 -1.230518 -0.68 -0.51 3.00 -0.127
H -2.208419 -0.353044 0.044235 -0.62 1.38 0.20 0.104
C -1.223819 -0.581952 -0.303976 -1.03 -2.52 -1.72 -0.156
C -0.265309 -0.736961 0.854921 1.27 2.49 -2.86 -0.229
C 0.159067 1.259115 -0.140577 1.18 -1.88 -1.84 -0.186
C -0.142157 0.766818 1.217254 1.38 0.25 1.54 -0.125
H -1.506700 -1.490354 -0.862789 0.76 -0.42 0.28 0.114
H 1.911770 -0.770110 0.765225 0.18 -0.73 -0.07 0.122
C 1.014263 0.163332 -0.807475 -1.90 4.11 -2.85 -0.242
H 1.166491 -1.857653 -0.643844 -0.16 1.16 2.20 0.170
H -0.388329 -1.390535 1.617784 -0.88 -2.04 2.15 0.102
H 0.701947 0.978222 1.962512 -0.80 -0.38 -1.10 0.140
H -0.826491 0.622111 -2.202913 0.23 0.38 0.08 0.132
C 1.076793 -0.918570 0.072537 0.71 -3.93 1.14 -0.158
H 0.208777 2.235372 -0.395134 0.71 3.03 -0.42 0.096
```
Forces are in eV/Å.

Summary:
HOMO level in eV: -9.25
M in g/mol: 94.16
Charge: 0
SMILES string: C1C2C[C@H]3[C@@H]1[C@H]3C2
Largest force on an atom in Eh/bohr: 0.104
Kohn-Sham gap in eV: 10.38
ΔE to the lowest compared entry with this formula, charge and spin in eV: 1.8744
LUMO energy in eV: 1.123

---

[2]
Computed, not measured: C7H10 in the gas phase, with the ωB97M-V functional and the def2-TZVPD basis.

Geometry as XYZ:
```
17
Properties=species:S:1:pos:R:3:forces:R:3:lowdin_charge:R:1
H 2.094862 -0.504523 1.719726 -0.08 0.07 -0.13 0.108
H 1.413442 -2.104005 -2.554124 -0.02 -0.28 0.12 0.024
H 0.944605 2.057686 0.320751 0.01 -0.08 0.17 0.105
C 0.724621 -1.100891 -0.647895 0.27 -0.19 -0.42 -0.097
C 0.363664 -0.104475 0.338470 -0.07 -0.04 -0.10 -0.460
H 0.799074 0.584573 2.390517 -0.04 -0.09 -0.08 0.105
H -2.955634 0.361056 -0.642667 0.04 -0.04 0.06 0.070
H -1.538817 -0.482617 1.287922 0.12 0.07 -0.05 0.116
C -1.125270 0.174214 0.513028 -0.04 0.03 0.03 -0.197
C -1.933544 -0.002132 -0.767569 -0.07 0.03 -0.12 -0.108
C 1.275267 0.172721 1.506979 0.07 -0.06 0.17 -0.081
H -1.981427 -1.052687 -1.064967 0.03 0.10 0.06 0.072
H -1.488299 0.545109 -1.599855 0.03 0.04 0.02 0.079
H 2.197235 0.910132 -0.357716 -0.14 0.10 0.08 0.107
H -1.223828 1.202832 0.880562 -0.02 -0.13 0.02 0.114
C 1.087914 -1.707763 -1.622927 -0.18 0.27 0.33 0.127
C 1.346136 1.050770 0.299764 0.07 0.21 -0.14 -0.084
```
Forces are in eV/Å.

Summary:
HOMO level in eV: -9.20
M in g/mol: 94.16
Charge: 0
SMILES string: C#CC1(CC)CC1
Largest force on an atom in Eh/bohr: 0.010
Kohn-Sham gap in eV: 10.35
ΔE to the lowest compared entry with this formula, charge and spin in eV: 2.5829
LUMO energy in eV: 1.149

---

What did the first record say?
Computed, not measured: C7H10 in the gas phase at a distorted geometry, with the ωB97M-V functional and the def2-TZVPD basis.

Geometry as XYZ:
```
17
Properties=species:S:1:pos:R:3:forces:R:3:lowdin_charge:R:1
H 1.732774 0.385047 -1.567944 0.54 0.14 -0.03 0.135
H -0.967649 1.330948 1.620702 -0.89 -0.53 0.29 0.109
C -0.443011 0.358214 -1.230518 -0.68 -0.51 3.00 -0.127
H -2.208419 -0.353044 0.044235 -0.62 1.38 0.20 0.104
C -1.223819 -0.581952 -0.303976 -1.03 -2.52 -1.72 -0.156
C -0.265309 -0.736961 0.854921 1.27 2.49 -2.86 -0.229
C 0.159067 1.259115 -0.140577 1.18 -1.88 -1.84 -0.186
C -0.142157 0.766818 1.217254 1.38 0.25 1.54 -0.125
H -1.506700 -1.490354 -0.862789 0.76 -0.42 0.28 0.114
H 1.911770 -0.770110 0.765225 0.18 -0.73 -0.07 0.122
C 1.014263 0.163332 -0.807475 -1.90 4.11 -2.85 -0.242
H 1.166491 -1.857653 -0.643844 -0.16 1.16 2.20 0.170
H -0.388329 -1.390535 1.617784 -0.88 -2.04 2.15 0.102
H 0.701947 0.978222 1.962512 -0.80 -0.38 -1.10 0.140
H -0.826491 0.622111 -2.202913 0.23 0.38 0.08 0.132
C 1.076793 -0.918570 0.072537 0.71 -3.93 1.14 -0.158
H 0.208777 2.235372 -0.395134 0.71 3.03 -0.42 0.096
```
Forces are in eV/Å.

Summary:
HOMO level in eV: -9.25
M in g/mol: 94.16
Charge: 0
SMILES string: C1C2C[C@H]3[C@@H]1[C@H]3C2
Largest force on an atom in Eh/bohr: 0.104
Kohn-Sham gap in eV: 10.38
ΔE to the lowest compared entry with this formula, charge and spin in eV: 1.8744
LUMO energy in eV: 1.123